No. 1
The following is a quantum chemistry calculation of a cluster of 11 separate species, C32H93N7O11 in total, from the Open Molecules 2025 dataset.

Element x y z (Å)
C1 12.134 -13.889 -13.652
C2 12.810 -12.569 -14.034
C3 14.251 -12.165 -13.473
O1 14.299 -12.129 -12.057
C4 15.618 -11.945 -11.430
N1 12.644 -12.274 -15.500
H1 11.841 -13.810 -12.605
H2 12.870 -14.662 -13.874
H3 11.234 -14.004 -14.255
H4 12.212 -11.795 -13.552
H5 14.530 -11.225 -13.950
H6 14.884 -12.961 -13.866
H7 16.005 -10.996 -11.801
H8 16.302 -12.681 -11.853
H9 15.722 -12.032 -10.349
H10 11.656 -12.348 -15.695
H11 12.991 -13.076 -16.007
C5 7.318 -8.162 -16.012
C6 8.619 -7.350 -16.176
C7 8.820 -6.605 -14.868
O2 7.775 -5.743 -14.594
C8 7.412 -5.676 -13.237
N2 9.600 -8.313 -16.395
H12 7.366 -8.903 -15.214
H13 7.083 -8.652 -16.957
H14 6.497 -7.490 -15.765
H15 8.502 -6.669 -17.019
H16 9.770 -6.069 -14.862
H17 9.003 -7.415 -14.162
H18 8.236 -5.659 -12.524
H19 6.746 -6.518 -13.049
H20 6.797 -4.778 -13.187
H21 9.433 -9.050 -15.725
H22 9.423 -8.876 -17.214
C9 11.907 -9.044 -9.743
C10 11.617 -9.369 -11.284
C11 12.836 -8.847 -12.178
O3 13.023 -7.443 -12.201
C12 11.906 -6.762 -12.820
N3 11.405 -10.742 -11.559
H23 12.282 -8.021 -9.699
H24 12.645 -9.698 -9.279
H25 10.968 -9.097 -9.192
H26 10.776 -8.704 -11.477
H27 12.769 -9.151 -13.223
H28 13.751 -9.279 -11.773
H29 12.122 -5.740 -13.130
H30 11.187 -6.557 -12.027
H31 11.380 -7.369 -13.557
H32 12.227 -11.229 -11.231
H33 10.615 -10.955 -10.968
C13 9.744 -5.479 -9.142
C14 9.074 -6.274 -8.067
C15 8.118 -7.257 -8.699
O4 7.301 -6.695 -9.719
C16 6.223 -7.523 -10.084
N4 10.177 -6.931 -7.310
H34 10.332 -4.638 -8.773
H35 9.054 -5.076 -9.883
H36 10.366 -6.112 -9.776
H37 8.476 -5.611 -7.441
H38 7.510 -7.667 -7.893
H39 8.749 -8.018 -9.156
H40 6.359 -8.070 -11.017
H41 5.445 -6.816 -10.373
H42 5.912 -8.137 -9.238
H43 10.849 -7.261 -7.988
H44 9.771 -7.730 -6.844
C17 13.174 -0.995 -10.985
C18 13.023 -1.686 -9.584
C19 14.001 -2.896 -9.276
O5 13.331 -4.093 -9.383
C20 13.017 -4.444 -10.670
N5 12.988 -0.676 -8.615
H45 12.284 -0.368 -11.037
H46 13.121 -1.681 -11.831
H47 14.090 -0.407 -11.049
H48 12.019 -2.110 -9.582
H49 14.438 -2.848 -8.278
H50 14.878 -2.861 -9.922
H51 12.628 -5.462 -10.668
H52 13.930 -4.516 -11.261
H53 12.239 -3.770 -11.029
H54 13.737 -0.085 -8.945
H55 13.184 -1.093 -7.716
C21 7.291 -11.809 -9.212
C22 8.781 -11.443 -9.010
C23 9.075 -11.677 -7.492
O6 10.491 -11.540 -7.427
C24 10.976 -11.464 -6.174
N6 9.600 -12.362 -9.784
H56 6.853 -12.101 -8.258
H57 7.124 -12.586 -9.959
H58 6.867 -10.872 -9.574
H59 9.096 -10.464 -9.370
H60 8.756 -12.689 -7.242
H61 8.531 -10.952 -6.887
H62 10.444 -12.286 -5.694
H63 10.866 -10.535 -5.615
H64 12.040 -11.675 -6.070
H65 9.071 -13.195 -9.568
H66 10.505 -12.463 -9.346
C25 10.434 -2.679 -13.277
C26 9.910 -1.868 -14.405
C27 10.934 -0.849 -14.999
O7 11.333 0.132 -14.056
C28 10.283 0.836 -13.391
N7 9.470 -2.930 -15.293
H67 9.882 -3.517 -12.851
H68 10.924 -2.116 -12.482
H69 11.372 -3.080 -13.661
H70 8.960 -1.444 -14.079
H71 10.528 -0.282 -15.837
H72 11.896 -1.282 -15.275
H73 10.484 1.908 -13.394
H74 10.250 0.534 -12.344
H75 9.326 0.905 -13.907
H76 9.124 -2.605 -16.184
H77 8.774 -3.463 -14.792
C29 12.813 -8.566 -15.883
O8 13.850 -9.590 -15.981
H78 12.422 -8.265 -16.855
H79 11.923 -8.866 -15.330
H80 13.268 -7.654 -15.497
H81 13.507 -10.298 -15.431
C30 8.589 -10.457 -13.200
O9 9.709 -10.212 -14.046
H82 7.646 -10.448 -13.745
H83 8.836 -11.503 -13.021
H84 8.566 -9.856 -12.291
H85 10.432 -10.367 -13.433
C31 14.772 -7.553 -8.655
O10 13.802 -6.972 -7.840
H86 14.788 -8.584 -8.304
H87 14.496 -7.540 -9.709
H88 15.708 -7.009 -8.522
H89 13.418 -6.283 -8.387
C32 16.490 -7.764 -12.008
O11 15.888 -6.484 -12.189
H90 16.040 -8.513 -12.659
H91 17.560 -7.868 -12.190
H92 16.199 -8.041 -10.995
H93 14.954 -6.614 -12.369

Summary:
<S²> = 0.7565
total energy = -2485.26707 a.u.
2S+1 = 2
molecular weight = 752.1 g mol⁻¹
charge = +1
gap between HOMO and LUMO (alpha / beta) = 7.77 / 1.89 eV

---

No. 2
The following is a quantum chemistry calculation of a cluster of 15 separate species, C32H94O15 in total, from the Open Molecules 2025 dataset.

Element x y z (Å)
C1 -5.996 -0.168 4.546
C2 -6.557 0.002 3.082
O1 -7.400 -1.044 2.876
H1 -6.777 0.034 5.280
H2 -5.197 0.533 4.786
H3 -5.631 -1.181 4.715
H4 -5.693 -0.132 2.430
H5 -7.118 0.905 2.843
H6 -8.180 -0.919 3.422
C3 -4.652 5.013 -0.557
C4 -3.766 4.575 0.634
O2 -4.276 5.034 1.869
H7 -5.499 4.339 -0.681
H8 -4.084 4.891 -1.479
H9 -4.906 6.071 -0.495
H10 -2.826 5.112 0.512
H11 -3.542 3.508 0.634
H12 -3.675 4.723 2.550
C5 1.560 0.793 0.481
C6 0.286 0.525 -0.346
O3 -0.646 -0.161 0.419
H13 1.283 1.484 1.278
H14 2.255 1.419 -0.079
H15 2.057 -0.099 0.863
H16 0.516 -0.123 -1.192
H17 -0.075 1.478 -0.732
H18 -1.450 -0.128 -0.105
C7 -4.185 -0.168 -6.915
C8 -2.877 0.537 -6.459
O4 -3.178 1.478 -5.435
H19 -3.989 -1.020 -7.567
H20 -4.801 0.554 -7.451
H21 -4.767 -0.490 -6.051
H22 -2.498 1.088 -7.320
H23 -2.065 -0.159 -6.249
H24 -2.460 2.100 -5.298
O5 1.714 1.585 -4.847
H25 1.153 2.282 -4.507
H26 2.588 1.800 -4.523
O6 -0.191 0.341 5.541
H27 -0.060 -0.220 4.776
H28 -0.138 -0.256 6.288
O7 -4.430 -0.097 -1.869
H29 -4.362 0.271 -2.750
H30 -5.343 -0.373 -1.794
C9 5.131 -6.088 -1.891
C10 6.027 -5.552 -0.787
C11 5.310 -4.723 0.250
O8 6.662 -6.651 -0.213
H31 5.518 -6.342 -2.878
H32 4.310 -5.397 -2.085
H33 4.731 -7.020 -1.492
H34 6.793 -4.884 -1.181
H35 4.620 -4.006 -0.195
H36 5.988 -4.147 0.880
H37 4.736 -5.386 0.897
H38 7.049 -6.371 0.620
C12 -6.715 -4.418 -2.752
C13 -7.241 -4.360 -1.319
C14 -6.087 -4.597 -0.295
O9 -7.774 -3.084 -1.080
H39 -7.509 -4.125 -3.439
H40 -6.271 -5.374 -3.029
H41 -5.895 -3.736 -2.981
H42 -8.033 -5.107 -1.256
H43 -6.531 -4.791 0.681
H44 -5.526 -3.663 -0.277
H45 -5.440 -5.422 -0.593
H46 -7.700 -2.960 -0.131
C15 -1.308 -4.230 3.826
C16 -0.104 -4.581 3.008
C17 -0.471 -5.145 1.661
O10 0.594 -3.354 2.792
H47 -1.115 -3.706 4.762
H48 -1.867 -5.128 4.089
H49 -1.986 -3.603 3.247
H50 0.553 -5.265 3.545
H51 -1.156 -4.457 1.164
H52 -0.968 -6.089 1.884
H53 0.378 -5.447 1.049
H54 0.167 -2.802 2.132
C18 -0.262 5.929 5.146
C19 -1.165 5.770 6.330
C20 -2.022 6.971 6.705
O11 -1.996 4.625 5.986
H55 -0.781 6.034 4.194
H56 0.404 5.068 5.085
H57 0.345 6.803 5.382
H58 -0.600 5.483 7.217
H59 -2.804 7.196 5.979
H60 -1.477 7.914 6.754
H61 -2.466 6.831 7.690
H62 -1.413 3.867 5.904
C21 7.549 1.619 -2.679
C22 6.248 1.272 -3.364
C23 5.619 0.001 -2.770
O12 5.349 2.371 -3.304
H63 8.216 0.759 -2.623
H64 7.494 1.988 -1.655
H65 8.061 2.422 -3.211
H66 6.414 0.918 -4.381
H67 6.184 -0.917 -2.929
H68 4.572 -0.131 -3.044
H69 5.691 0.157 -1.694
H70 5.818 3.208 -3.288
C24 7.347 -0.268 4.170
C25 6.761 0.961 4.853
C26 5.399 1.382 4.216
O13 6.563 0.634 6.219
H71 8.288 -0.567 4.630
H72 7.503 0.037 3.135
H73 6.571 -1.034 4.187
H74 7.502 1.752 4.738
H75 4.735 0.518 4.228
H76 5.617 1.587 3.167
H77 4.908 2.234 4.687
H78 6.004 -0.146 6.233
C27 -0.573 -4.940 -4.361
C28 -0.573 -6.485 -4.344
C29 -1.700 -6.928 -5.348
O14 0.596 -7.091 -4.869
H79 0.332 -4.586 -3.867
H80 -1.454 -4.580 -3.830
H81 -0.605 -4.508 -5.361
H82 -0.818 -6.759 -3.318
H83 -1.497 -6.644 -6.381
H84 -2.595 -6.390 -5.036
H85 -1.877 -7.986 -5.155
H86 0.731 -6.613 -5.690
C30 2.492 6.865 -1.342
C31 1.480 7.999 -1.085
C32 1.815 9.215 -1.914
O15 0.234 7.579 -1.577
H87 2.072 5.903 -1.047
H88 3.414 7.009 -0.779
H89 2.749 6.830 -2.401
H90 1.395 8.206 -0.018
H91 2.726 9.638 -1.492
H92 1.018 9.955 -1.841
H93 1.855 9.020 -2.986
H94 -0.384 8.313 -1.588

Summary:
total energy = -2404.02267 a.u.
molecular weight = 719.1 g mol⁻¹
gap between HOMO and LUMO = 9.94 eV

---

No. 3
The following is a quantum chemistry calculation of a cluster of 15 separate species, C32H97N3O15 in total, from the Open Molecules 2025 dataset.

Element x y z (Å)
C1 0.189 -3.454 1.493
C2 0.856 -4.782 1.151
C3 -0.215 -5.746 0.496
O1 2.007 -4.806 0.288
H1 -0.536 -3.479 2.307
H2 -0.413 -3.228 0.614
H3 1.014 -2.744 1.557
H4 1.148 -5.197 2.116
H5 0.172 -6.765 0.521
H6 -0.397 -5.405 -0.523
H7 -1.228 -5.845 0.888
H8 2.209 -5.742 0.216
C4 -2.648 4.244 -0.297
C5 -2.956 5.750 -0.532
C6 -2.998 6.173 -1.985
O2 -4.286 5.897 -0.040
H9 -3.423 3.655 -0.786
H10 -2.733 4.064 0.775
H11 -1.689 4.041 -0.774
H12 -2.354 6.479 0.010
H13 -3.754 5.661 -2.580
H14 -2.005 5.884 -2.329
H15 -3.055 7.260 -2.034
H16 -4.674 6.769 -0.138
C7 3.835 1.706 7.193
C8 4.307 0.357 6.469
C9 4.186 0.338 4.973
O3 5.618 0.080 6.880
H17 3.216 1.515 8.069
H18 3.289 2.276 6.441
H19 4.667 2.371 7.424
H20 3.640 -0.383 6.910
H21 4.766 1.113 4.472
H22 3.186 0.500 4.572
H23 4.439 -0.640 4.562
H24 5.557 -0.380 7.720
C10 -6.494 0.253 -3.244
C11 -6.914 0.724 -1.867
C12 -5.831 0.440 -0.823
O4 -7.009 2.145 -1.972
H25 -6.584 -0.833 -3.200
H26 -5.446 0.448 -3.473
H27 -7.127 0.690 -4.016
H28 -7.886 0.381 -1.515
H29 -6.305 0.626 0.140
H30 -4.959 1.087 -0.922
H31 -5.471 -0.584 -0.916
H32 -7.490 2.284 -1.152
C13 -6.378 -1.781 3.056
C14 -6.858 -2.504 1.736
C15 -5.724 -3.203 1.034
O5 -4.446 -2.467 0.830
C16 -3.457 -3.091 -0.071
N1 -8.082 -3.406 1.878
H33 -5.521 -1.186 2.741
H34 -6.132 -2.428 3.898
H35 -7.237 -1.222 3.427
H36 -7.160 -1.760 0.999
H37 -6.026 -3.486 0.025
H38 -5.401 -4.109 1.546
H39 -3.076 -4.053 0.271
H40 -2.627 -2.463 -0.395
H41 -4.032 -3.358 -0.957
H42 -8.358 -3.722 0.960
H43 -7.892 -4.233 2.426
C17 4.483 -0.161 0.244
C18 4.039 -1.675 0.366
C19 4.156 -2.138 1.811
O6 5.508 -2.382 2.207
C20 6.036 -3.652 1.834
N2 2.693 -1.742 -0.156
H44 5.490 -0.045 0.643
H45 3.803 0.473 0.814
H46 4.377 0.210 -0.775
H47 4.648 -2.231 -0.347
H48 3.590 -3.052 1.991
H49 3.671 -1.391 2.439
H50 7.126 -3.640 1.859
H51 5.765 -3.688 0.779
H52 5.673 -4.549 2.335
H53 2.006 -1.323 0.454
H54 2.398 -2.687 0.044
C21 3.467 0.103 -5.277
C22 3.240 -1.095 -6.253
C23 4.138 -1.160 -7.533
O7 4.011 -0.039 -8.313
C24 4.951 -0.107 -9.424
N3 3.476 -2.395 -5.533
H55 2.725 0.038 -4.482
H56 3.279 0.999 -5.869
H57 4.485 0.104 -4.889
H58 2.184 -1.145 -6.518
H59 3.861 -2.012 -8.154
H60 5.150 -1.309 -7.157
H61 5.446 -1.051 -9.652
H62 5.686 0.644 -9.131
H63 4.488 0.061 -10.396
H64 2.984 -2.487 -4.656
H65 3.176 -3.144 -6.141
C25 1.670 7.080 1.117
O8 1.399 6.888 2.445
H66 2.742 7.057 0.924
H67 1.237 6.235 0.581
H68 1.292 8.033 0.747
H69 2.100 6.391 2.873
C26 3.040 2.788 -2.932
O9 2.007 3.249 -3.651
H70 2.637 2.475 -1.969
H71 3.456 1.920 -3.443
H72 3.653 3.678 -2.792
H73 1.170 2.780 -3.673
C27 -3.024 0.506 3.161
O10 -3.111 -0.185 1.873
H74 -2.066 0.949 3.434
H75 -3.838 1.217 3.308
H76 -3.187 -0.277 3.902
H77 -3.949 -0.623 1.712
C28 0.517 -1.559 -2.758
O11 1.700 -2.342 -2.742
H78 -0.220 -2.324 -3.002
H79 0.215 -1.400 -1.723
H80 0.422 -0.709 -3.435
H81 2.210 -2.173 -1.946
C29 0.870 0.965 0.148
O12 -0.096 -0.022 0.637
H82 1.384 0.693 -0.774
H83 0.342 1.919 0.143
H84 1.557 1.231 0.952
H85 -1.000 0.289 0.725
C30 0.501 -2.699 4.785
O13 0.953 -2.471 6.140
H86 0.300 -3.764 4.674
H87 -0.513 -2.328 4.639
H88 1.194 -2.275 4.058
H89 1.877 -2.713 6.230
C31 0.458 3.563 3.437
O14 -0.055 4.661 4.248
H90 0.730 2.789 4.155
H91 -0.154 3.099 2.663
H92 1.344 3.834 2.862
H93 0.076 5.511 3.821
C32 -1.312 1.646 -2.935
O15 -0.276 1.469 -3.906
H94 -1.808 0.679 -2.849
H95 -0.924 1.832 -1.933
H96 -1.999 2.474 -3.110
H97 -0.748 0.906 -4.524

Summary:
total energy = -2569.88961 a.u.
molecular weight = 764.1 g mol⁻¹
gap between HOMO and LUMO = 8.83 eV